This record from the Open Molecules 2025 dataset describes the molecule C3H3NS2 in a non-equilibrium geometry. The level of theory is ωB97M-V/def2-TZVPD.

```
9
Properties=species:S:1:pos:R:3:forces:R:3:nbo_charge:R:1
S -2.361818 0.101867 -0.069841 2.9 0.2 -0.5 0.211
S 0.243934 -1.248865 0.718471 0.0 -0.7 -0.1 0.427
N -0.401119 1.846609 1.019568 -1.2 1.7 1.1 -0.327
C 1.350831 0.269209 0.074222 1.3 -0.4 4.3 -0.657
C -1.388568 -1.139680 0.590510 0.4 0.9 -0.3 -0.518
C 0.477814 1.241765 0.636348 1.0 0.1 -1.9 0.242
H -3.453128 -0.320982 0.397338 -2.3 -1.2 0.7 0.106
H 1.530249 0.127837 -0.922999 -0.2 0.3 -2.6 0.252
H 2.390584 0.415352 0.597056 -1.9 -1.0 -0.7 0.265
```
Forces are in eV/Å.

Its total energy is -26316.5388 eV. The energy above the lowest of the compared OMol25 structures with the same formula, charge and spin is 265.20 kJ/mol. As for the total charge: 0. The HOMO energy is -0.32481 Eh.

=====

This record from the Open Molecules 2025 dataset describes a cluster of 2 separate species, C3H3NS2 in total in a non-equilibrium geometry. The level of theory is ωB97M-V/def2-TZVPD.

```
9
Properties=species:S:1:pos:R:3:forces:R:3:nbo_charge:R:1
S -1.525229 -2.261191 1.829341 -0.7 -0.2 1.6 0.036
S 1.237170 0.638840 -1.874275 0.2 -0.8 -0.2 0.147
N -0.322176 -1.956220 -0.596303 -0.3 -0.1 0.4 -0.674
C 0.689205 1.209579 -0.542480 0.4 1.5 -0.6 -0.055
C 0.290079 2.059712 0.351761 -3.4 -1.5 1.8 -0.596
C -0.778564 -2.180179 0.490521 0.5 0.5 -1.7 0.210
H 0.398354 -2.390184 -1.127639 0.4 -0.2 -0.2 0.425
H 0.722573 3.002528 0.533687 0.8 0.8 0.1 0.254
H -0.711412 1.877115 0.935387 2.1 0.1 -1.1 0.253
```
Forces are in eV/Å.

Its total energy is -26317.8410 eV. The energy above the lowest of the compared OMol25 structures with the same formula, charge and spin is 139.55 kJ/mol. As for the total charge: 0. The SMILES is C=C=S.N=C=S. The HOMO energy is -0.31654 Eh.

=====

This record from the Open Molecules 2025 dataset describes a structure of composition C3H3O2Rh in a non-equilibrium geometry. The level of theory is ωB97M-V/def2-TZVPD.

```
9
Properties=species:S:1:pos:R:3:forces:R:3:nbo_charge:R:1
Rh 1.116872 0.532545 -1.037593 -1.0 0.9 -0.5 1.417
O 3.471147 -1.664148 0.373064 -1.4 0.5 2.7 -0.298
O 1.360748 -0.824152 0.528506 -0.7 -0.1 2.2 -0.663
C -0.750369 0.863125 0.006737 1.6 2.3 -0.3 -0.267
C 2.447778 -1.259412 0.744066 3.0 -1.6 -3.9 1.077
C -1.945913 0.357718 -0.339093 -2.1 -1.8 -0.7 -0.047
H -0.786405 1.741555 0.669419 0.5 -0.5 0.5 0.257
H -2.889654 0.828561 -0.036576 0.1 0.2 -0.4 0.278
H -2.024202 -0.575789 -0.908531 -0.2 0.0 0.3 0.244
```
Forces are in eV/Å.

The multiplicity is 5. Its total energy is -10235.9120 eV. The energy above the lowest of the compared OMol25 structures with the same formula, charge and spin is 145.90 kJ/mol. As for the total charge: +2. The HOMO energy (spin up / spin down) is -0.74347 / -0.80264 Eh.

=====

This record from the Open Molecules 2025 dataset describes the ion C3H3O2S with charge -1 in a non-equilibrium geometry. The level of theory is ωB97M-V/def2-TZVPD.

```
9
Properties=species:S:1:pos:R:3:forces:R:3:nbo_charge:R:1
S -3.008990 -1.083481 -0.462149 -0.5 -1.1 -0.2 -0.445
O -2.997355 0.835827 1.363122 0.3 0.3 0.5 -0.630
O -1.472587 1.717107 -1.197438 -0.1 -1.5 0.8 -0.609
C -1.381281 0.765655 -0.405166 2.6 3.4 -0.4 0.499
C 0.028148 0.164968 -0.053733 -1.0 0.6 -2.9 -0.730
C -2.509294 0.281806 0.392858 -1.2 -0.4 -0.1 0.243
H 0.794418 0.560106 -0.846356 -1.4 -1.0 1.5 0.207
H 0.310007 0.419859 0.946821 0.1 0.0 0.6 0.216
H -0.301125 -0.871293 -0.188743 1.2 -0.3 0.3 0.249
```
Forces are in eV/Å.

Its total energy is -18090.8781 eV. The energy above the lowest of the compared OMol25 structures with the same formula, charge and spin is 20.67 kJ/mol. As for the total charge: -1. The SMILES is CC(=O)C([O-])=S. The HOMO energy is -0.13748 Eh.

=====

This record from the Open Molecules 2025 dataset describes a cluster of 2 separate species, C3H3O2S in total in a non-equilibrium geometry. The level of theory is ωB97M-V/def2-TZVPD.

```
9
Properties=species:S:1:pos:R:3:forces:R:3:nbo_charge:R:1
S 1.752031 0.479465 0.304740 1.7 1.9 -0.2 1.662
O 1.896183 1.343285 1.469186 -0.5 -0.9 -0.4 -0.873
O 2.539685 1.002301 -0.823993 -1.0 -1.1 0.8 -0.895
C -0.983899 -1.228025 0.430469 -0.9 1.6 -1.7 -0.481
C -0.766938 -2.065288 1.289197 0.4 -1.3 1.2 -0.346
C -1.166114 -0.169431 -0.566913 2.0 1.7 3.9 -0.586
H -0.200534 0.588410 -0.236259 -1.6 -1.3 -1.7 0.103
H -1.152346 -0.552334 -1.544311 0.2 0.2 -1.5 0.210
H -1.918072 0.601620 -0.322119 -0.3 -0.7 -0.4 0.207
```
Forces are in eV/Å.

Its total energy is -18086.5780 eV. The energy above the lowest of the compared OMol25 structures with the same formula, charge and spin is 435.57 kJ/mol. As for the total charge: -1. The HOMO energy (spin up / spin down) is -0.14529 / -0.14526 Eh.

=====

This record from the Open Molecules 2025 dataset describes a structure of composition C3H3O2Sm in a non-equilibrium geometry. The level of theory is ωB97M-V/def2-TZVPD.

```
9
Properties=species:S:1:pos:R:3:forces:R:3:nbo_charge:R:1
Sm 2.047968 0.870795 0.555428 0.3 0.5 0.0 2.231
O -0.179962 1.496433 -0.016819 0.1 -1.2 0.1 -0.610
O 3.903809 -2.478067 -0.123244 -0.3 1.1 0.4 -0.225
C -1.814455 -0.160110 0.014554 -0.5 -1.4 0.6 0.189
C -1.368585 1.162729 -0.225630 0.4 2.5 -0.6 0.319
C 3.477305 -1.481362 0.150889 0.3 -1.1 -0.4 0.307
H -1.153460 -0.876623 0.503223 -0.2 -0.2 -0.1 0.220
H -2.835209 -0.441161 -0.241403 -0.1 -0.2 -0.1 0.296
H -2.077411 1.907363 -0.616997 0.2 0.0 0.1 0.273
```
Forces are in eV/Å.

The multiplicity is 7. Its total energy is -25121.2146 eV. The energy above the lowest of the compared OMol25 structures with the same formula, charge and spin is 361.26 kJ/mol. As for the total charge: +3. The HOMO energy (spin up / spin down) is -0.85498 / -0.95895 Eh.

=====

This record from the Open Molecules 2025 dataset describes a structure of composition C3H3O2Yb in a non-equilibrium geometry. The level of theory is ωB97M-V/def2-TZVPD.

```
9
Properties=species:S:1:pos:R:3:forces:R:3:nbo_charge:R:1
Yb 2.918754 -1.143259 -0.223482 -2.3 1.1 1.2 1.790
O 1.459560 -0.521155 1.443725 1.1 -1.0 -0.3 -0.847
O 0.587770 -0.186307 -0.593596 2.0 -0.3 -0.1 -0.693
C 0.407123 -0.192745 0.823398 -3.6 2.4 -1.8 0.652
C -0.722239 0.437248 -0.775855 -0.9 -0.2 -0.5 -0.077
C -0.956247 0.451567 0.704541 3.8 -2.9 1.3 -0.465
H -1.766318 -0.033132 1.245889 -0.1 0.8 0.0 0.241
H -0.584153 1.425181 -1.241414 -0.1 -0.4 0.1 0.203
H -1.344249 -0.237398 -1.383206 0.1 0.4 0.1 0.196
```
Forces are in eV/Å.

The multiplicity is 3. Its total energy is -38770.9169 eV. The energy above the lowest of the compared OMol25 structures with the same formula, charge and spin is 320.36 kJ/mol. As for the total charge: +1. The HOMO energy (spin up / spin down) is -0.40960 / -0.40994 Eh.

=====

This record from the Open Molecules 2025 dataset describes a structure of composition C3H3O2Zn in a non-equilibrium geometry. The level of theory is ωB97M-V/def2-TZVPD.

```
9
Properties=species:S:1:pos:R:3:forces:R:3:nbo_charge:R:1
Zn 1.531506 0.597121 -1.436104 0.4 0.2 -0.4 1.871
O -1.258755 -0.748488 1.078048 0.8 0.8 -0.9 -0.224
O 0.393395 -0.063829 -0.259415 2.8 -0.7 -1.1 -0.928
C -0.682110 0.008275 0.322098 -5.7 1.8 2.1 0.814
C -1.746339 1.349295 0.264614 1.5 -1.3 -0.1 -0.197
C -2.937487 1.293035 -0.365931 0.3 -0.5 0.0 -0.150
H -3.535449 2.199569 -0.490572 0.2 -0.1 0.0 0.279
H -1.383034 2.189665 0.863196 -0.2 -0.4 0.1 0.276
H -3.312627 0.364112 -0.800493 -0.1 0.2 0.2 0.258
```
Forces are in eV/Å.

The multiplicity is 2. Its total energy is -55647.6362 eV. The energy above the lowest of the compared OMol25 structures with the same formula, charge and spin is 0.00 kJ/mol. As for the total charge: +2. The HOMO energy (spin up / spin down) is -0.72488 / -0.72939 Eh.

=====

This record from the Open Molecules 2025 dataset describes a structure of composition C3H3O2Zn in a non-equilibrium geometry. The level of theory is ωB97M-V/def2-TZVPD.

```
9
Properties=species:S:1:pos:R:3:forces:R:3:nbo_charge:R:1
Zn 1.407046 2.395542 0.905911 1.0 1.1 0.1 1.855
O 0.391128 1.020106 0.574408 2.8 -0.8 1.7 -0.923
O -0.883794 -0.650247 -0.163517 0.1 -3.1 1.2 -0.432
C -2.278457 -0.537891 0.099343 2.0 0.1 -2.7 0.340
C -2.496517 0.775491 0.487903 0.9 1.7 -0.4 -0.479
C -0.443936 0.564262 -0.178105 -6.4 1.4 -0.6 0.809
H -2.348234 1.084649 1.525771 0.4 0.1 -0.3 0.280
H -3.098348 1.413458 -0.163302 -0.8 -0.3 0.6 0.290
H -2.872383 -1.162524 -0.564293 0.0 -0.4 0.4 0.261
```
Forces are in eV/Å.

The multiplicity is 2. Its total energy is -55645.2596 eV. The energy above the lowest of the compared OMol25 structures with the same formula, charge and spin is 229.31 kJ/mol. As for the total charge: +2. The HOMO energy (spin up / spin down) is -0.67041 / -0.67285 Eh.

=====

This record from the Open Molecules 2025 dataset describes the ion C3H3O3 with charge -1 in a non-equilibrium geometry. The level of theory is ωB97M-V/def2-TZVPD.

```
9
Properties=species:S:1:pos:R:3:forces:R:3:nbo_charge:R:1
O -2.540687 0.692143 -0.078150 0.4 1.3 -0.2 -0.805
O -1.753168 -1.304513 0.161997 1.1 -3.1 0.1 -0.766
O 2.155347 0.135010 0.055036 -1.2 2.5 3.1 -0.725
C -1.587462 -0.106119 0.113920 -1.6 2.4 0.5 0.725
C 0.811341 -0.210126 0.030210 0.9 -0.6 -0.8 0.126
C -0.217179 0.555987 0.368144 -0.4 -0.2 -1.2 -0.395
H 2.583260 -0.211438 -0.663888 1.4 -1.5 -2.7 0.456
H -0.233909 1.673053 0.427178 0.4 -1.2 0.5 0.216
H 0.782456 -1.223997 -0.414449 -1.1 0.5 0.8 0.167
```
Forces are in eV/Å.

Its total energy is -9302.2435 eV. The energy above the lowest of the compared OMol25 structures with the same formula, charge and spin is 138.12 kJ/mol. As for the total charge: -1. The SMILES is O=C([O-])/C=C/O. The HOMO energy is -0.12940 Eh.

=====

energy above the lowest of the compared OMol25 structures with the same formula, charge and spin of number 7 (C3H3O2Yb)?
320.36 kJ/mol